(1)
{
  "formula": "C24H14Cl5F2IrN2O3",
  "method": "ωB97M-V with the def2-TZVPD basis set",
  "orbital_gap_ev": [5.3, 3.9],
  "multiplicity": 2,
  "charge": 1,
  "s2": 0.86,
  "e_tot_ha": -3862.86622,
  "relative_energy_kcal_mol": 56.2,
  "lumo_energy_ev": [-4.9, -6.4],
  "symbols": ["Ir", "C", "O", "C", "C", "C", "C", "C", "C", "N", "N", "C", "C", "O", "C", "C", "C", "C", "C", "C", "C", "C", "H", "H", "H", "H", "H", "H", "H", "H", "H", "H", "H", "H", "H", "Cl", "C", "C", "Cl", "C", "Cl", "C", "O", "C", "Cl", "C", "Cl", "F", "C", "F", "H"],
  "positions_angstrom": [[0.32936, 0.00072, -1.01029], [-1.85708, -0.96223, -3.77182], [-1.66120, -0.75910, -2.37961], [-2.50323, -1.37678, -1.50347], [-3.50477, -2.25970, -1.86518], [-4.28180, -2.86833, -0.89107], [-4.10112, -2.56514, 0.45419], [-3.12616, -1.67792, 0.83378], [-2.27740, -1.09162, -0.12463], [-1.21391, -0.32240, 0.25039], [-0.99000, -0.24736, 1.54358], [-0.14083, 0.47377, 2.22942], [0.61058, 1.59370, 1.62964], [0.52805, 1.82620, 0.38705], [1.41783, 2.36628, 2.49180], [1.59946, 2.05391, 3.81319], [0.97870, 0.92129, 4.39044], [1.23188, 0.53222, 5.71710], [0.57970, -0.54597, 6.27297], [-0.35262, -1.26170, 5.51892], [-0.60323, -0.92032, 4.20920], [0.06753, 0.16035, 3.60814], [-1.74206, -2.01579, -4.04015], [-1.08981, -0.37555, -4.27255], [-2.84260, -0.60190, -4.07909], [-3.67722, -2.50044, -2.90100], [-5.02951, -3.58116, -1.19426], [-4.71314, -3.04455, 1.19921], [-2.97300, -1.41463, 1.86719], [1.92976, 3.20272, 2.04161], [2.23240, 2.66914, 4.43384], [1.95528, 1.08472, 6.29727], [0.78541, -0.84108, 7.29022], [-0.86770, -2.09751, 5.96277], [-1.30261, -1.48973, 3.61776], [3.37819, 4.41919, -5.92625], [2.99322, 3.21291, -4.79924], [1.67517, 3.10181, -4.31481], [0.47019, 4.17540, -4.87032], [1.36640, 2.12157, -3.39515], [-0.21421, 1.98463, -2.75379], [2.33346, 1.18126, -2.92199], [2.04469, 0.25062, -2.11317], [3.66482, 1.31987, -3.44461], [4.83683, 0.20951, -2.91143], [3.98384, 2.32853, -4.34430], [5.58943, 2.49612, -4.91570], [1.72208, -2.43230, -1.38587], [1.03059, -1.86860, -0.37289], [0.04143, -2.75486, -0.06972], [1.68892, -1.80979, 0.51269]],
  "forces_ev_per_a": [[-1.438, 0.074, 0.808], [0.061, -0.172, -0.539], [0.952, 0.253, 0.330], [-0.026, -0.015, 1.586], [0.060, -0.060, -0.055], [0.104, 0.174, 0.079], [-0.127, -0.204, -0.343], [0.348, 0.449, -0.433], [-1.936, -1.321, -0.702], [2.700, 1.311, 2.098], [-1.723, -0.739, -1.473], [1.279, 1.530, -1.505], [-0.575, -1.822, 1.091], [0.590, -1.463, -1.753], [0.438, 0.624, 0.451], [-0.197, 0.121, -1.031], [-0.636, -0.668, -0.023], [-0.182, -0.183, 0.062], [0.180, 0.221, -0.062], [0.019, 0.122, -0.217], [0.222, 0.093, 0.057], [-0.089, -0.343, 1.173], [-0.002, 0.090, 0.072], [-0.053, -0.049, 0.027], [0.071, -0.036, 0.132], [0.005, -0.012, -0.113], [-0.157, -0.068, -0.028], [-0.112, -0.027, 0.115], [-0.021, -0.080, 0.043], [0.051, 0.152, 0.029], [0.161, 0.075, 0.012], [0.052, 0.117, 0.064], [0.033, 0.008, 0.085], [-0.098, -0.115, 0.057], [-0.030, -0.072, -0.009], [-0.049, -0.124, 0.126], [0.176, 0.125, -0.126], [-0.478, -0.276, 0.345], [-0.021, -0.008, 0.033], [-0.071, 0.492, -0.186], [-0.311, 0.347, -0.006], [-0.170, -0.155, -0.043], [0.492, 0.387, -0.288], [0.534, -0.013, -0.142], [-0.162, 0.103, -0.017], [0.250, -0.394, 0.215], [-0.147, -0.067, 0.066], [0.058, 0.144, -0.342], [0.317, 0.935, 0.759], [-0.163, 0.397, -0.186], [-0.182, 0.142, -0.294]],
  "mulliken_charge": [1.122, -1.036, -0.203, 0.891, -0.670, -0.743, -0.940, -0.390, 0.488, -0.103, -0.284, -0.310, 1.202, -0.774, -0.807, -0.759, 0.896, -0.904, -0.555, -0.741, -0.434, 0.693, 0.422, 0.211, 0.411, 0.436, 0.421, 0.416, 0.490, 0.440, 0.428, 0.418, 0.406, 0.424, 0.371, -0.102, 0.631, -0.333, -0.148, 1.014, -0.153, -0.131, -0.713, 0.418, -0.110, -0.083, -0.133, -0.243, 0.034, -0.234, 0.352]
}

---

(2)
{
  "formula": "C4F8N2",
  "method": "ωB97M-V with the def2-TZVPD basis set",
  "orbital_gap_ev": [9.9, 6.4],
  "charge": 0,
  "e_tot_ha": -1060.73544,
  "relative_energy_kcal_mol": 0.0,
  "lumo_energy_ev": [-1.5, -3.5],
  "symbols": ["C", "C", "C", "C", "N", "N", "F", "F", "F", "F", "F", "F", "F", "F"],
  "positions_angstrom": [[-0.39860, 1.03967, -1.51855], [0.49967, -1.18856, 0.26115], [1.97254, -0.76838, 0.32984], [-1.91629, 1.07744, 0.31884], [0.02136, 0.99709, -2.59593], [-0.62697, 1.17125, -0.24941], [0.07861, -1.95732, -0.68948], [-0.08511, -1.49163, 1.37296], [2.36922, -0.87464, 1.63672], [2.32498, 0.44904, -0.26269], [2.63897, -1.65161, -0.38873], [-2.62068, 0.03066, 0.01253], [-1.60659, 0.94953, 1.67071], [-2.65111, 2.21746, 0.10204]],
  "forces_ev_per_a": [[-0.235, 0.418, 0.379], [-1.173, 1.356, 0.309], [1.266, 0.670, -0.336], [1.118, 1.302, 2.173], [0.102, -0.238, -1.052], [0.524, -0.602, -0.085], [0.537, 0.256, -0.529], [0.165, 0.109, 0.472], [-0.418, 0.898, -1.785], [-1.287, -1.854, 1.953], [0.446, -0.658, -0.064], [-0.792, -0.705, -0.689], [-1.166, 0.552, -1.096], [0.914, -1.503, 0.351]],
  "mulliken_charge": [0.558, 0.321, 0.893, 0.868, -0.450, -0.424, -0.195, -0.173, -0.223, -0.232, -0.228, -0.235, -0.257, -0.225]
}

---

(3)
{
  "formula": "C28H54CeOP2",
  "method": "ωB97M-V with the def2-TZVPD basis set",
  "orbital_gap_ev": [4.9, 4.9],
  "multiplicity": 2,
  "charge": 1,
  "s2": 0.76,
  "e_tot_ha": -2332.02052,
  "lumo_energy_ev": [-4.1, -4.1],
  "symbols": ["Ce", "C", "C", "C", "C", "C", "C", "H", "H", "H", "C", "H", "H", "H", "C", "H", "H", "H", "C", "H", "H", "H", "C", "H", "H", "H", "C", "C", "C", "C", "C", "C", "C", "C", "H", "H", "H", "H", "H", "H", "H", "H", "H", "H", "H", "H", "P", "C", "H", "H", "H", "C", "H", "H", "H", "C", "H", "H", "H", "P", "C", "H", "H", "H", "C", "H", "H", "H", "C", "H", "H", "H", "C", "C", "C", "C", "O", "H", "H", "H", "H", "H", "H", "H", "H", "H"],
  "positions_angstrom": [[-0.26293, -0.61288, -0.83766], [-2.62025, 1.64800, 0.14002], [-3.05398, 0.80542, -0.91350], [-3.00134, -0.44619, 1.01800], [-2.70181, 0.91072, 1.34232], [-3.19576, -0.52374, -0.39270], [-2.29348, 3.09258, 0.01498], [-2.05971, 3.35254, -1.02826], [-1.40443, 3.36980, 0.61176], [-3.12912, 3.74432, 0.32798], [-2.74789, 1.52188, 2.69032], [-2.11584, 2.42096, 2.73986], [-2.44205, 0.80728, 3.46016], [-3.77754, 1.85495, 2.93187], [-3.22542, -1.55899, 1.96466], [-4.04199, -2.19466, 1.59629], [-3.49219, -1.20204, 2.96682], [-2.33045, -2.19639, 2.04183], [-3.57113, -1.73026, -1.16872], [-4.38550, -1.49048, -1.87511], [-3.91456, -2.54281, -0.50864], [-2.72584, -2.13093, -1.76875], [-3.57728, 1.30423, -2.19644], [-4.55463, 1.81230, -2.03355], [-3.73016, 0.48021, -2.90204], [-2.89663, 2.04092, -2.64069], [1.71119, 0.44061, -1.71274], [0.65459, 1.30769, -1.94228], [0.10811, 1.67991, -3.29896], [-0.81010, 0.62704, -3.96975], [-0.94943, -0.72066, -3.29094], [0.13464, -1.55320, -3.04737], [1.50155, -1.24350, -3.63782], [2.42626, -0.35832, -2.77429], [0.90828, 1.94441, -4.00500], [-0.46469, 0.48534, -5.00557], [-0.46924, 2.61147, -3.17315], [3.02312, 0.29747, -3.43874], [2.16208, 0.43400, -0.69848], [0.32655, 1.95046, -1.08563], [3.17740, -0.98166, -2.25230], [2.04876, -2.17246, -3.82982], [-0.01891, -2.57613, -2.65091], [1.37692, -0.74939, -4.61460], [-1.81042, 1.07683, -4.04192], [-1.96760, -1.14821, -3.33502], [2.35616, 2.98051, 0.31967], [2.26902, 3.88974, 1.90736], [2.90143, 4.78340, 1.88200], [2.56630, 3.22790, 2.73346], [1.21761, 4.18370, 2.06156], [4.01435, 2.19054, 0.35792], [4.74170, 2.81516, 0.89151], [4.35583, 2.04284, -0.67655], [3.96080, 1.20498, 0.83922], [2.69954, 4.28355, -0.92023], [3.01830, 3.79851, -1.85707], [3.48699, 4.96653, -0.56992], [1.77111, 4.84338, -1.11043], [1.07417, -3.59356, -0.34818], [0.00257, -4.94929, -0.96812], [0.58357, -5.75977, -1.42110], [-0.68367, -4.54905, -1.72562], [-0.59693, -5.35278, -0.14288], [2.63356, -3.82046, -1.28928], [2.48521, -3.65558, -2.36166], [3.02617, -4.83286, -1.11434], [3.37491, -3.09229, -0.92668], [1.67730, -4.27394, 1.25225], [2.39585, -5.09230, 1.07462], [0.83219, -4.65050, 1.84622], [2.19438, -3.48122, 1.81622], [2.47131, -0.58296, 2.47320], [0.95855, -0.35777, 2.44178], [0.23439, -1.55343, 3.03888], [0.61259, 0.92118, 3.22068], [0.51925, -0.22784, 1.07452], [2.76986, -0.92479, 3.47907], [2.98000, 0.36428, 2.25417], [2.78160, -1.32170, 1.72724], [0.61785, -1.76732, 4.04801], [-0.83852, -1.35906, 3.10321], [0.37450, -2.44732, 2.42298], [1.45808, 1.22385, 3.85557], [0.37847, 1.76083, 2.54962], [-0.24956, 0.75783, 3.87314]],
  "forces_ev_per_a": [[-4.912, -1.710, 9.012], [-0.161, -0.688, 0.256], [1.403, -0.872, 0.160], [0.359, 1.053, -0.697], [0.009, -0.600, -0.845], [0.577, 0.848, 0.350], [0.028, 0.667, -0.027], [-0.098, -0.003, 0.207], [-0.372, -0.097, -0.107], [0.324, -0.126, -0.069], [0.040, 0.286, 0.459], [-0.074, -0.304, 0.152], [-0.006, 0.262, 0.052], [0.398, -0.181, -0.091], [-0.005, -0.661, 0.141], [0.107, 0.056, 0.283], [0.108, -0.135, -0.204], [-0.341, -0.011, 0.188], [-0.483, -0.373, -0.201], [0.307, -0.314, 0.128], [0.098, 0.228, -0.326], [-0.335, -0.223, 0.104], [-0.477, 0.385, -0.531], [0.482, -0.290, -0.268], [-0.082, 0.236, -0.090], [-0.299, -0.005, -0.096], [0.609, 3.321, -1.412], [3.170, 1.256, -0.939], [-0.124, 0.341, -0.066], [-0.583, 0.180, -0.182], [1.230, -1.604, -2.912], [-1.433, 0.152, -3.372], [0.318, 0.214, 0.002], [0.616, -0.191, 0.438], [0.100, -0.201, 0.371], [-0.101, -0.169, 0.198], [0.170, -0.399, 0.000], [-0.362, -0.085, 0.353], [-0.585, -0.071, -0.438], [0.149, -0.795, -0.361], [-0.384, 0.187, -0.283], [-0.349, 0.067, -0.052], [-0.142, 0.554, -0.293], [-0.220, -0.221, 0.328], [0.367, -0.381, -0.072], [0.506, 0.336, 0.897], [-0.333, -0.376, 0.050], [-0.071, 0.170, -0.057], [-0.046, -0.115, 0.211], [-0.081, 0.240, -0.240], [0.432, -0.011, 0.058], [0.217, -0.042, 0.097], [-0.006, -0.171, -0.165], [-0.020, 0.055, 0.252], [0.137, 0.338, -0.121], [-0.067, 0.254, 0.050], [-0.116, 0.221, 0.280], [-0.189, -0.082, -0.245], [0.373, -0.037, -0.002], [0.260, -0.183, 0.339], [-0.053, -0.013, -0.196], [-0.090, 0.082, 0.143], [0.067, -0.219, 0.122], [0.100, 0.128, -0.198], [0.132, 0.105, -0.121], [0.075, -0.120, 0.169], [-0.107, 0.288, -0.183], [-0.181, -0.219, -0.097], [0.089, 0.035, 0.177], [-0.383, 0.233, 0.033], [0.306, 0.172, -0.100], [-0.226, -0.361, -0.158], [0.004, 0.200, 0.121], [-0.153, 0.137, -0.657], [-0.058, -0.198, 0.298], [0.033, 0.235, 0.209], [0.458, -0.452, 0.174], [0.030, 0.161, -0.416], [-0.051, -0.313, 0.135], [-0.041, -0.017, 0.088], [-0.174, 0.046, -0.221], [0.185, 0.062, 0.047], [0.020, 0.180, 0.101], [-0.245, -0.066, -0.087], [0.113, -0.387, 0.075], [0.114, 0.117, -0.113]],
  "mulliken_charge": [-1.329, 0.351, 1.735, 0.747, 1.548, -0.318, -1.797, 0.332, 0.240, 0.363, -1.835, 0.353, 0.396, 0.342, -2.022, 0.527, 0.347, 0.124, -0.976, 0.386, 0.349, -0.111, -1.762, 0.368, 0.402, 0.298, 0.351, 1.285, -1.231, -1.792, -0.126, -0.257, -1.420, -1.215, 0.432, 0.696, 0.418, 0.528, -0.150, 0.004, 0.236, 0.618, 0.994, 0.281, 0.457, 0.880, 1.480, -1.406, 0.448, 0.333, 0.331, -1.462, 0.477, 0.358, 0.269, -1.430, 0.329, 0.461, 0.365, 1.538, -1.361, 0.400, 0.352, 0.375, -1.468, 0.257, 0.536, 0.273, -1.388, 0.513, 0.401, 0.294, -1.639, 1.928, -1.461, -1.228, -0.105, 0.525, 0.251, 0.088, 0.568, 0.168, -0.087, 0.441, -0.108, 0.340]
}